*one*
Entry from OMol25: a cluster of 8 separate species, C17H41N13O5 in total (ωB97M-V/def2-TZVPD).

Net charge   0
HOMO   -9.331 eV
Structure (SMILES)   NC(N)=O.NC(N)=O.NC(N)=O.NC(N)=O.NC(N)=O.CCCC#N.CCCC#N.CCCC#N
Spin multiplicity   1
Molar mass   507.60 g mol⁻¹

Each line ends with the Mulliken charge.
Geometry (Å):
N  0.97716  -1.43226  -0.57302  -0.435
C  0.80327  -0.99694  0.63265  0.722
N  -0.10608  -1.73848  1.15066  -0.385
O  1.41457  -0.11582  1.14735  -0.642
H  0.62060  -2.33458  -0.85370  0.170
H  1.53720  -0.75387  -1.06925  0.219
H  -0.53065  -1.23098  1.91373  0.187
H  -0.52702  -2.55997  0.74071  0.167
N  7.51351  2.99928  2.71206  -0.462
C  7.65826  1.70442  2.78318  0.628
N  6.56544  1.03535  2.84179  -0.369
O  8.78317  1.22140  3.06269  -0.700
H  6.77013  3.25796  2.07914  0.234
H  8.40647  3.46799  2.65699  0.243
H  6.72179  0.14422  3.29073  0.237
H  5.64515  1.44787  2.89666  0.189
N  1.29948  3.31937  5.05513  -0.349
C  1.83183  4.41008  4.52158  0.703
N  1.98416  4.13436  3.27014  -0.341
O  2.08816  5.50712  5.04466  -0.668
H  1.33506  2.52346  4.43436  0.140
H  1.01303  3.22920  6.01945  0.194
H  1.55019  3.29165  2.92141  0.127
H  2.35792  4.73113  2.54606  0.195
N  -2.12512  -8.04041  -2.85957  -0.453
C  -1.10396  -7.48671  -2.27450  0.619
N  -0.00554  -8.21357  -2.27906  -0.405
O  -1.21697  -6.40739  -1.83975  -0.603
H  -2.98812  -7.52533  -2.95967  0.233
H  -1.78849  -8.64867  -3.59221  0.197
H  -0.04025  -9.18549  -2.55157  0.191
H  0.82407  -7.79585  -1.88235  0.222
N  -5.24309  -2.21077  5.28761  -0.378
C  -4.72765  -2.94747  4.37752  0.586
N  -5.65506  -2.96503  3.44687  -0.374
O  -3.69200  -3.50524  4.51464  -0.620
H  -6.09552  -1.78039  4.95862  0.154
H  -4.55400  -1.71035  5.83061  0.238
H  -5.40285  -3.58488  2.69040  0.229
H  -6.52145  -2.51604  3.70740  0.165
C  7.80710  0.88543  -3.67719  -1.163
C  7.26750  1.82797  -2.56418  -0.388
C  7.04419  3.25092  -3.22563  -0.470
C  6.39258  4.07715  -2.20899  0.171
N  5.95223  4.71017  -1.36801  -0.406
H  6.94291  0.74737  -4.32696  0.313
H  7.98812  -0.11505  -3.28431  0.334
H  8.64693  1.28220  -4.24759  0.327
H  7.93840  1.90732  -1.70878  0.345
H  6.31414  1.54571  -2.11749  0.309
H  6.31845  3.10347  -4.02543  0.260
H  7.90775  3.66308  -3.74763  0.365
C  -4.18738  2.88228  1.51596  -1.184
C  -4.04247  3.75317  0.29300  -0.295
C  -4.87430  5.01244  0.52278  -0.483
C  -4.28063  5.94880  1.41964  0.247
N  -3.84111  6.75992  2.10683  -0.419
H  -4.11479  3.36081  2.49260  0.346
H  -3.55043  2.00168  1.43263  0.306
H  -5.16689  2.40461  1.53844  0.343
H  -4.40467  3.16783  -0.55215  0.257
H  -3.01118  4.01852  0.06035  0.332
H  -5.84779  4.82496  0.97586  0.260
H  -5.07417  5.53803  -0.41098  0.287
C  -5.41169  -2.39919  -5.49761  -1.087
C  -4.36379  -2.76116  -4.34362  -0.381
C  -4.44134  -1.92504  -3.08299  -0.368
C  -5.72211  -1.92140  -2.33747  0.197
N  -6.75696  -1.85931  -1.77037  -0.459
H  -5.45757  -1.32531  -5.67871  0.311
H  -6.41994  -2.64049  -5.16102  0.336
H  -5.21680  -2.98306  -6.39718  0.324
H  -3.35432  -2.61570  -4.72822  0.291
H  -4.43268  -3.81259  -4.06459  0.265
H  -4.27103  -0.86178  -3.25197  0.274
H  -3.65305  -2.19210  -2.37917  0.296

***

*two*
Entry from OMol25: a cluster of 8 separate species, C17H41N13O5 in total (ωB97M-V/def2-TZVPD).

Net charge   0
HOMO   -9.274 eV
Structure (SMILES)   NC(N)=O.NC(N)=O.NC(N)=O.NC(N)=O.NC(N)=O.CCCC#N.CCCC#N.CCCC#N
Spin multiplicity   1
Molar mass   507.60 g mol⁻¹

Each line ends with the Mulliken charge.
Geometry (Å):
N  4.83577  0.79882  -4.76402  -0.398
C  4.04707  1.76511  -5.06002  0.700
N  4.57537  2.89630  -4.66398  -0.418
O  2.94107  1.62890  -5.42210  -0.599
H  4.63456  -0.18264  -4.89180  0.196
H  5.70464  1.05638  -4.31812  0.130
H  5.57244  3.00985  -4.54967  0.186
H  3.89323  3.60903  -4.44767  0.204
N  -2.60938  8.38934  -1.37478  -0.416
C  -3.26904  7.30053  -1.54279  0.629
N  -2.51450  6.44630  -2.18530  -0.418
O  -4.42077  7.09155  -1.13183  -0.658
H  -3.17613  9.09931  -0.93338  0.236
H  -1.59957  8.38650  -1.39391  0.201
H  -1.69496  6.59487  -2.75660  0.200
H  -2.94649  5.54012  -2.07434  0.223
N  -6.68502  0.43847  1.49185  -0.405
C  -6.44708  0.74104  2.70797  0.637
N  -7.51278  1.00388  3.38699  -0.399
O  -5.35133  1.02236  3.05675  -0.647
H  -7.61146  0.48740  1.09258  0.176
H  -5.92189  0.57342  0.84415  0.238
H  -8.39986  0.77861  2.95987  0.164
H  -7.36898  1.22652  4.36160  0.230
N  -1.52674  0.71891  7.99684  -0.383
C  -2.06021  1.85854  7.64439  0.603
N  -1.52823  2.29391  6.48935  -0.388
O  -2.86132  2.46640  8.34567  -0.640
H  -2.08227  0.12105  8.59184  0.239
H  -0.94570  0.28065  7.29653  0.182
H  -1.08737  1.63672  5.86178  0.176
H  -1.78564  3.20861  6.14706  0.212
N  -1.18588  2.72152  -8.46312  -0.336
C  -2.23070  3.04291  -7.79196  0.630
N  -1.94895  2.88587  -6.59672  -0.337
O  -3.39889  3.21290  -8.12607  -0.680
H  -1.12774  3.01132  -9.42890  0.222
H  -0.40662  2.40536  -7.90375  0.133
H  -2.73552  2.87719  -5.96321  0.237
H  -1.08921  2.37799  -6.44505  0.130
C  7.86238  -2.03094  1.17443  -1.132
C  7.07481  -1.76813  -0.18443  -0.523
C  6.23833  -2.96508  -0.61514  -0.282
C  5.16916  -3.19562  0.39991  0.223
N  4.27775  -3.42685  1.15550  -0.435
H  8.58857  -2.82436  0.99770  0.313
H  7.28198  -2.26644  2.06649  0.365
H  8.35531  -1.11132  1.48972  0.313
H  7.87295  -1.48615  -0.87113  0.305
H  6.36136  -0.94791  -0.10481  0.330
H  6.89214  -3.83131  -0.71649  0.298
H  5.75338  -2.70646  -1.55644  0.227
C  -0.90978  -9.76051  2.59747  -1.191
C  -0.94409  -8.21366  2.21024  -0.512
C  -0.31836  -7.40068  3.22647  -0.299
C  -0.96265  -6.09356  3.11752  0.218
N  -1.55050  -5.07324  3.01603  -0.425
H  0.11504  -10.11400  2.71099  0.315
H  -1.31449  -10.35750  1.78021  0.345
H  -1.48076  -9.91252  3.51342  0.345
H  -1.98828  -7.94764  2.04595  0.335
H  -0.50112  -8.11271  1.21944  0.300
H  0.73885  -7.43519  2.96337  0.271
H  -0.45304  -7.81477  4.22572  0.298
C  0.58728  0.21187  -1.00494  -1.047
C  0.45730  1.29102  0.08168  -0.521
C  -0.89120  1.26089  0.72479  -0.291
C  -1.95403  1.58256  -0.23203  0.176
N  -2.85775  1.81367  -0.93618  -0.482
H  1.60802  0.24086  -1.38619  0.292
H  -0.03623  0.44227  -1.86879  0.340
H  0.49860  -0.78915  -0.58281  0.328
H  0.44532  2.30152  -0.32682  0.293
H  1.19292  1.16534  0.87614  0.320
H  -0.96457  2.09914  1.41765  0.222
H  -0.91882  0.35449  1.32958  0.375

***

The most stable of them is *one*.

***

*one*
Entry from OMol25: a cluster of 6 separate species, C18H36O18 in total (ωB97M-V/def2-TZVPD).

Net charge   0
HOMO   -9.422 eV
Structure (SMILES)   COC(=O)OC.COC(=O)OC.COC(=O)OC.COC(=O)OC.COC(=O)OC.COC(=O)OC
Spin multiplicity   1
Molar mass   540.47 g mol⁻¹

Each line ends with the Mulliken charge.
Geometry (Å):
C  -23.04856  -16.47976  30.43501  -0.830
O  -21.86482  -16.19586  29.59189  -0.484
C  -21.41797  -15.03818  29.35825  0.869
O  -22.08108  -13.98032  29.55666  -0.623
O  -20.25438  -15.16763  28.78102  -0.195
C  -19.47479  -14.07915  28.36232  -0.783
H  -22.80821  -16.25596  31.47435  0.333
H  -23.33214  -17.53212  30.41974  0.323
H  -23.92730  -15.92457  30.10687  0.274
H  -18.57768  -14.47191  27.88375  0.245
H  -19.11548  -13.43657  29.16613  0.272
H  -20.10480  -13.51292  27.67636  0.345
C  -17.88575  -22.35295  25.60898  -0.834
O  -18.76974  -21.75433  26.55062  -0.197
C  -19.05197  -22.28997  27.70356  0.636
O  -18.47978  -23.31537  28.23989  -0.663
O  -19.89772  -21.49824  28.37927  -0.396
C  -20.51814  -20.29472  27.82030  -0.625
H  -16.94099  -22.63034  26.07650  0.337
H  -17.84875  -21.80164  24.66941  0.301
H  -18.30899  -23.33449  25.39559  0.350
H  -19.78133  -19.54797  27.52433  0.031
H  -21.21773  -19.86566  28.53765  0.522
H  -21.16686  -20.49006  26.96642  0.318
C  -27.16618  -18.95621  28.22362  -0.067
O  -27.23800  -20.26401  28.79872  -0.209
C  -28.38807  -20.93877  28.86614  0.790
O  -29.47656  -20.47969  28.52885  -0.603
O  -28.18209  -22.09427  29.43847  -0.331
C  -29.24665  -23.07223  29.71606  -0.601
H  -26.13737  -18.59719  28.19605  -0.369
H  -27.73138  -18.21736  28.79172  0.395
H  -27.61339  -18.91192  27.23057  0.397
H  -28.74126  -24.00859  29.47956  0.223
H  -30.08466  -22.85883  29.05250  0.328
H  -29.47915  -23.17471  30.77603  0.252
C  -23.46440  -16.05014  27.23967  -0.707
O  -23.22192  -14.78167  27.78704  0.071
C  -23.82049  -13.70149  27.33508  0.576
O  -24.88513  -13.64839  26.72497  -0.633
O  -23.08009  -12.62992  27.76442  -0.224
C  -23.43974  -11.30106  27.45677  -0.789
H  -22.96265  -16.72177  27.93627  0.106
H  -23.01484  -16.01271  26.24741  0.185
H  -24.54438  -16.17575  27.16241  0.387
H  -23.89309  -11.36279  26.46745  0.354
H  -22.52313  -10.71796  27.36767  0.240
H  -24.16565  -10.92519  28.17779  0.281
C  -17.28990  -18.87825  25.86326  -0.677
O  -18.39832  -18.67969  24.94594  -0.424
C  -19.61348  -18.38609  25.44239  0.786
O  -19.86387  -18.22993  26.64200  -0.692
O  -20.48531  -18.35734  24.48550  -0.393
C  -21.86928  -17.99763  24.75667  -0.377
H  -16.71839  -17.98466  26.11421  0.312
H  -16.61341  -19.65131  25.49879  0.335
H  -17.61154  -19.33221  26.80058  0.227
H  -22.51136  -18.22490  23.90568  0.300
H  -22.03947  -16.92102  24.76376  0.341
H  -22.17064  -18.58765  25.62220  0.099
C  -25.65523  -18.59341  25.78510  -0.736
O  -24.37092  -18.07090  25.94875  -0.177
C  -23.69150  -18.25177  27.14107  0.921
O  -24.03507  -18.94852  28.08357  -0.689
O  -22.48436  -17.69261  26.92972  0.381
C  -21.57844  -17.70957  27.98727  -1.214
H  -26.24037  -18.24737  24.93306  0.366
H  -26.34012  -18.31432  26.58581  0.056
H  -25.65695  -19.68313  25.76041  0.401
H  -21.92153  -17.58965  29.01489  1.053
H  -20.84477  -16.92687  27.79440  0.534
H  -21.01128  -18.63877  27.93226  -0.309

***

*two*
Entry from OMol25: a cluster of 6 separate species, C18H36O18 in total (ωB97M-V/def2-TZVPD).

Net charge   0
HOMO   -10.576 eV
Structure (SMILES)   COC(=O)OC.COC(=O)OC.COC(=O)OC.COC(=O)OC.COC(=O)OC.COC(=O)OC
Spin multiplicity   1
Molar mass   540.47 g mol⁻¹

Each line ends with the Mulliken charge.
Geometry (Å):
C  4.39885  2.54949  -3.35335  -0.718
O  5.28602  2.58169  -2.24466  -0.329
C  6.11383  3.57902  -1.95401  0.799
O  6.12007  4.71366  -2.46905  -0.586
O  7.06703  3.08503  -1.20629  -0.297
C  8.22593  3.81990  -0.93846  -0.654
H  3.73182  3.40511  -3.24809  0.323
H  3.81997  1.63870  -3.50652  0.254
H  4.91494  2.67768  -4.30484  0.344
H  8.68287  4.22289  -1.84229  0.302
H  8.95713  3.19301  -0.42812  0.234
H  7.94164  4.56286  -0.19328  0.298
C  -3.72751  5.42004  3.78586  -0.663
O  -4.25418  4.14789  3.42107  -0.315
C  -4.28144  3.78136  2.12674  0.833
O  -3.55483  4.27147  1.28459  -0.551
O  -5.20144  2.74278  1.99127  -0.324
C  -5.55358  2.27353  0.67022  -0.489
H  -4.14048  6.30333  3.29867  0.295
H  -2.64440  5.30898  3.73456  0.285
H  -3.81191  5.60860  4.85611  0.264
H  -6.21621  2.88100  0.05376  0.280
H  -5.85256  1.23967  0.84299  0.250
H  -4.63291  2.35573  0.09255  0.174
C  3.33639  1.52420  0.36298  -0.393
O  2.02059  1.95492  0.77978  -0.385
C  0.96300  1.25134  0.43703  0.935
O  0.96253  0.20773  -0.16730  -0.533
O  -0.08030  1.95778  0.79820  -0.350
C  -1.38489  1.40070  0.71651  0.109
H  3.36522  0.45798  0.58755  0.338
H  3.89201  2.22581  0.98517  0.267
H  3.66915  1.85525  -0.62078  0.039
H  -2.23156  2.08242  0.63590  -0.072
H  -1.52051  0.72126  1.55798  0.216
H  -1.68532  0.85365  -0.17712  -0.103
C  0.17934  0.39978  3.88712  -0.389
O  -0.76915  -0.06769  4.79504  -0.329
C  -1.02894  -1.33504  5.10457  0.707
O  -1.86757  -1.80896  5.84416  -0.571
O  -0.21805  -2.14459  4.37113  -0.341
C  -0.07360  -3.56053  4.71196  -0.679
H  1.18386  0.11115  4.19655  0.372
H  0.20683  1.48642  3.80605  0.333
H  0.19734  0.02119  2.86514  -0.022
H  0.77069  -4.05885  4.23557  0.270
H  -0.93910  -4.16589  4.44256  0.262
H  0.10958  -3.62154  5.78472  0.343
C  0.16096  -3.00948  -0.45636  -0.503
O  -0.21655  -4.31160  -0.89233  -0.268
C  0.57570  -5.30600  -0.52000  0.765
O  1.77991  -5.13163  -0.14711  -0.619
O  -0.08798  -6.42478  -0.65973  -0.301
C  0.48383  -7.61596  -0.85399  -0.680
H  -0.53055  -2.27078  -0.86164  0.125
H  1.20871  -2.94672  -0.75026  0.410
H  -0.16714  -2.94018  0.58076  0.209
H  0.36882  -8.13235  -1.80699  0.272
H  -0.05400  -8.19541  -0.10361  0.236
H  1.54964  -7.69570  -0.63999  0.347
C  -1.66830  0.12193  -3.55448  -0.549
O  -2.38006  -1.08429  -3.35452  -0.200
C  -3.21787  -1.51811  -4.31337  0.665
O  -3.97464  -0.78351  -4.98099  -0.576
O  -3.26279  -2.87968  -4.29557  -0.260
C  -4.00482  -3.59621  -5.29809  -0.707
H  -1.09956  0.02404  -4.47918  0.353
H  -0.97605  0.32523  -2.73744  0.046
H  -2.35708  0.96517  -3.60584  0.314
H  -5.05994  -3.44003  -5.52263  0.309
H  -3.96511  -4.59781  -4.86991  0.273
H  -3.55133  -3.66804  -6.28666  0.303

***

The most stable of them is *two*.

***

*one*
Entry from OMol25: the molecule C2H2FN (ωB97M-V/def2-TZVPD).

Net charge   0
HOMO   -12.122 eV
Structure (SMILES)   N#CCF
Spin multiplicity   1
Molar mass   59.04 g mol⁻¹

Each line ends with the Mulliken charge.
Geometry (Å):
N  1.58997  -1.37934  -0.34993  -0.288
C  0.76768  -0.64212  -0.05862  0.172
C  -0.33389  0.28850  0.02955  -0.026
F  -0.45961  0.80449  1.27424  -0.243
H  -0.20517  1.22629  -0.57544  0.195
H  -1.35899  -0.29781  -0.31980  0.190

***

*two*
Entry from OMol25: a structure of composition C2H2FN (ωB97M-V/def2-TZVPD).

Net charge   0
HOMO   -10.887 eV
Spin multiplicity   1
Molar mass   59.04 g mol⁻¹

Each line ends with the Mulliken charge.
Geometry (Å):
C  -0.58795  -0.43090  0.50891  -0.220
C  0.26784  0.31708  -0.28738  0.324
N  -0.03466  -1.14114  -0.38404  -0.361
F  1.50751  0.65402  0.15367  -0.247
H  -1.38897  -0.65814  1.30843  0.280
H  0.23623  1.25908  -1.29959  0.225

***

The most stable of them is *one*.